# C26H28N2O5

One molecule with the formula C26H28N2O5 (wB97M-V/def2-TZVPD, the OMol25 dataset).

Calculated values
* total energy: -40634.141 eV
* ΔE to the lowest compared entry with this formula, charge and spin: 84.4 kJ/mol
* molar mass: 448.5 g/mol
* SMILES string: CCOc1ccc([C@@H]2c3c(oc4ccccc4c3=O)C(=O)N2CCCN2CCOCC2)cc1
* HOMO-LUMO gap: 8.241 eV

```
61
Properties=species:S:1:pos:R:3:mulliken_charge:R:1
C 5.037 0.613 0.416 -0.982
C 4.703 1.160 -0.968 -0.471
O 3.412 1.734 -1.028 -0.481
C 2.316 0.934 -1.066 0.845
C 2.321 -0.452 -1.182 -0.273
C 1.126 -1.152 -1.203 -0.663
C -0.087 -0.493 -1.107 -0.131
C -1.394 -1.256 -1.080 -0.465
C -2.269 -0.833 -2.223 0.493
C -3.386 -0.242 -1.735 1.087
O -4.371 0.290 -2.452 -0.584
C -4.225 0.235 -3.805 0.444
C -5.251 0.788 -4.572 -0.666
C -5.168 0.766 -5.947 -0.312
C -4.065 0.196 -6.578 -0.717
C -3.051 -0.350 -5.826 -0.603
C -3.110 -0.343 -4.429 0.188
C -2.005 -0.937 -3.645 -0.073
O -1.016 -1.448 -4.141 -0.689
C -3.377 -0.294 -0.241 0.211
O -4.213 0.103 0.538 -0.710
N -2.213 -0.920 0.071 0.296
C -1.851 -1.256 1.425 -1.523
C -0.633 -0.479 1.929 0.255
C -0.416 -0.685 3.427 -1.229
N 0.955 -0.390 3.805 0.091
C 1.231 -0.779 5.178 -0.530
C 2.712 -0.551 5.478 -0.623
O 3.074 0.795 5.288 -0.433
C 2.789 1.195 3.969 -0.772
C 1.311 1.009 3.628 -0.335
C -0.094 0.896 -1.026 0.035
C 1.088 1.600 -0.999 -1.106
H 4.353 -0.186 0.693 0.324
H 6.053 0.227 0.423 0.427
H 4.955 1.406 1.155 0.258
H 5.376 1.987 -1.212 0.351
H 4.819 0.385 -1.736 0.318
H 3.244 -1.004 -1.259 0.405
H 1.148 -2.228 -1.293 0.415
H -1.188 -2.333 -1.104 0.466
H -6.095 1.225 -4.062 0.465
H -5.964 1.195 -6.536 0.395
H -4.009 0.184 -7.656 0.403
H -2.183 -0.799 -6.284 0.493
H -1.660 -2.333 1.489 0.220
H -2.725 -1.014 2.037 0.482
H 0.263 -0.814 1.407 0.314
H -0.784 0.578 1.708 0.364
H -0.591 -1.738 3.669 0.459
H -1.141 -0.082 4.000 0.313
H 0.995 -1.839 5.300 0.371
H 0.624 -0.197 5.893 0.334
H 2.936 -0.787 6.519 0.380
H 3.314 -1.195 4.818 0.320
H 3.071 2.247 3.899 0.417
H 3.393 0.604 3.264 0.326
H 1.152 1.294 2.588 0.298
H 0.701 1.663 4.277 0.260
H -1.035 1.424 -0.967 0.410
H 1.095 2.676 -0.929 0.438
```

# C22H32As2GaN5O2

C22H32As2GaN5O2 as an isolated structure (wB97M-V/def2-TZVPD, the OMol25 dataset).

Calculated values
* total energy: -208918.042 eV
* total charge: +2
* ΔE to the lowest compared entry with this formula, charge and spin: 0.0 kJ/mol
* molar mass: 618.1 g/mol
* HOMO-LUMO gap: 8.487 eV

```
64
Properties=species:S:1:pos:R:3:mulliken_charge:R:1
Ga 11.264 13.792 9.757 0.800
N 11.407 14.054 11.925 -0.317
N 12.675 14.681 11.986 -0.397
C 13.664 14.337 10.997 0.554
O 14.796 14.611 11.176 -0.543
O 13.158 13.770 9.931 -0.586
H 10.659 14.629 12.262 0.289
H 11.450 13.210 12.468 0.355
H 13.125 14.904 12.865 0.293
C 10.232 12.750 6.008 -1.321
As 11.213 13.984 7.092 0.895
C 12.887 13.923 6.151 -1.205
C 10.593 15.785 6.769 0.797
C 9.992 16.049 5.527 -1.038
C 9.505 17.312 5.243 -0.561
C 9.607 18.308 6.209 -1.044
C 10.093 17.934 7.499 -0.432
C 10.604 16.692 7.812 -0.388
As 11.343 16.370 9.586 1.082
C 13.112 17.257 9.529 -1.305
C 10.177 17.491 10.587 -1.342
H 10.276 12.956 4.918 0.446
H 9.189 12.699 6.264 0.442
H 10.675 11.779 6.142 0.438
H 12.846 14.138 5.095 0.432
H 13.308 12.957 6.327 0.464
H 13.577 14.674 6.589 0.363
H 9.904 15.379 4.687 0.334
H 9.177 17.434 4.218 0.460
H 9.330 19.376 6.066 0.416
H 10.152 18.708 8.264 0.302
H 13.005 18.197 8.983 0.444
H 13.863 16.604 9.121 0.371
H 13.440 17.469 10.511 0.491
H 10.329 18.559 10.438 0.527
H 10.411 17.354 11.666 0.455
H 9.123 17.242 10.325 0.280
N 10.864 6.409 9.626 -0.321
C 10.807 7.560 9.668 -0.329
C 10.840 9.041 9.644 0.799
C 9.895 9.770 10.423 -0.956
C 10.092 11.128 10.437 -0.037
N 11.075 11.746 9.741 0.271
C 11.979 11.012 9.065 -0.050
C 11.805 9.649 8.903 -0.837
H 9.171 9.302 11.077 0.491
H 9.389 11.792 10.955 0.468
H 12.824 11.536 8.645 0.635
H 12.503 9.048 8.298 0.501
C 5.741 13.734 9.447 -1.678
C 6.648 14.875 9.955 1.790
C 6.317 15.244 11.422 -1.508
C 6.674 16.034 8.917 -1.257
C 7.989 14.318 9.886 -0.352
N 9.081 14.020 9.934 -0.350
H 4.732 14.041 9.604 0.449
H 5.974 12.801 10.002 0.420
H 5.910 13.665 8.422 0.412
H 5.362 15.761 11.306 0.438
H 6.984 16.012 11.876 0.327
H 6.160 14.357 12.008 0.422
H 5.829 16.682 8.932 0.465
H 6.702 15.623 7.913 0.393
H 7.531 16.671 9.050 0.142
```

# H2N2O4S

One molecule with the formula H2N2O4S (wB97M-V/def2-TZVPD, the OMol25 dataset).

Calculated values
* total energy: -22032.895 eV
* ΔE to the lowest compared entry with this formula, charge and spin: 221.5 kJ/mol
* molar mass: 126.1 g/mol
* SMILES string: NS(=O)(=O)[N+](=O)[O-]
* HOMO-LUMO gap: 10.249 eV

```
9
Properties=species:S:1:pos:R:3:mulliken_charge:R:1
N 0.231 -1.150 -0.561 -0.486
S -0.326 -0.175 0.704 1.091
O -1.765 -0.180 0.823 -0.527
O 0.466 -0.344 1.849 -0.472
N 0.109 1.244 -0.273 0.831
O -0.373 1.575 -1.280 -0.471
O 0.959 2.069 0.376 -0.491
H -0.479 -1.501 -1.225 0.259
H 1.177 -1.538 -0.412 0.264
```

# CH3NS

A 2-piece molecular cluster, CH3NS overall (wB97M-V/def2-TZVPD, the OMol25 dataset).

Calculated values
* total energy: -13404.501 eV
* ΔE to the lowest compared entry with this formula, charge and spin: 143.3 kJ/mol
* molar mass: 61.1 g/mol
* multiplicity: 3
* HOMO-LUMO gap (alpha / beta): 5.200 / 9.326 eV

```
6
Properties=species:S:1:pos:R:3:mulliken_spin:R:1
C -1.988 0.487 0.009 -0.007
N -1.962 -0.149 -0.931 0.013
S 1.364 -0.836 0.108 1.542
H -1.957 1.304 0.672 0.010
H 1.849 0.421 0.310 0.110
H 2.693 -1.228 -0.167 0.331
```

# C2H7N4S

A 2-piece molecular cluster, C2H7N4S overall (wB97M-V/def2-TZVPD, the OMol25 dataset).

Calculated values
* total energy: -18972.027 eV
* total charge: +1
* ΔE to the lowest compared entry with this formula, charge and spin: 359.3 kJ/mol
* molar mass: 119.2 g/mol
* HOMO-LUMO gap: 7.323 eV

```
14
Properties=species:S:1:pos:R:3:mulliken_charge:R:1
C -0.266 -0.548 1.895 0.078
C -1.251 -0.907 0.017 -0.247
N -1.261 -1.241 1.414 -0.305
N 0.340 0.217 0.930 0.955
N 1.249 1.151 1.024 -0.706
N -0.233 -0.003 -0.199 -0.545
S 1.138 -1.077 -2.317 -0.334
H 0.017 -0.630 3.019 0.374
H -1.364 -1.773 -0.623 0.359
H -1.950 -0.236 -0.402 0.330
H 1.201 1.668 1.916 0.282
H 1.432 1.674 0.111 0.347
H 0.899 -2.362 -3.087 0.207
H 2.325 -1.269 -2.974 0.203
```

# C6H9N

C6H9N as an isolated structure (wB97M-V/def2-TZVPD, the OMol25 dataset).

Calculated values
* total energy: -7854.997 eV
* ΔE to the lowest compared entry with this formula, charge and spin: 305.1 kJ/mol
* molar mass: 95.1 g/mol
* HOMO-LUMO gap: 10.196 eV

```
16
Properties=species:S:1:pos:R:3:mulliken_charge:R:1
C 2.038 -0.099 -0.155 -1.117
C 0.672 0.487 -0.238 0.468
C -0.378 0.676 0.799 0.037
C -1.077 1.384 -0.381 -0.512
N -0.056 0.753 -1.272 -0.667
C -1.063 -1.526 -0.278 -0.743
C -0.797 -0.783 0.814 -0.378
H 2.738 0.697 -0.417 0.330
H 2.158 -0.919 -0.868 0.285
H 2.282 -0.463 0.850 0.311
H -0.270 1.145 1.787 0.424
H -2.141 1.185 -0.561 0.295
H -0.889 2.461 -0.408 0.290
H -0.649 -1.387 -1.276 0.328
H -1.743 -2.362 -0.187 0.281
H -0.823 -1.249 1.792 0.371
```

Copy entry 5 word for word.
# C2H7N4S

A 2-piece molecular cluster, C2H7N4S overall (wB97M-V/def2-TZVPD, the OMol25 dataset).

Calculated values
* total energy: -18972.027 eV
* total charge: +1
* ΔE to the lowest compared entry with this formula, charge and spin: 359.3 kJ/mol
* molar mass: 119.2 g/mol
* HOMO-LUMO gap: 7.323 eV

```
14
Properties=species:S:1:pos:R:3:mulliken_charge:R:1
C -0.266 -0.548 1.895 0.078
C -1.251 -0.907 0.017 -0.247
N -1.261 -1.241 1.414 -0.305
N 0.340 0.217 0.930 0.955
N 1.249 1.151 1.024 -0.706
N -0.233 -0.003 -0.199 -0.545
S 1.138 -1.077 -2.317 -0.334
H 0.017 -0.630 3.019 0.374
H -1.364 -1.773 -0.623 0.359
H -1.950 -0.236 -0.402 0.330
H 1.201 1.668 1.916 0.282
H 1.432 1.674 0.111 0.347
H 0.899 -2.362 -3.087 0.207
H 2.325 -1.269 -2.974 0.203
```

The lowest total energy belongs to which entry? C22H32As2GaN5O2

Among the records above, which one has the highest ΔE to the lowest compared entry with this formula, charge and spin? C2H7N4S

Which of these has the highest ΔE to the lowest compared entry with this formula, charge and spin? C2H7N4S